125
Properties=species:S:1:pos:R:3:forces:R:3:lowdin_charge:R:1 method="wB97M-V/def2-TZVPD" e_above_lowest_kcal_mol=56.0 total_charge=0 multiplicity=1 smiles=COC[C@H](C)N.COC[C@H](C)N.COC[C@H](C)N.COC[C@H](C)N.COC[C@H](C)N.OCCO.OCCO.OCCO.OCCO e_lumo_ev=0.5 gap_ev=9.374
C 1.66345 -6.12762 2.23447 1.09 0.52 0.27 -0.109
O 0.83753 -5.14137 2.79960 0.29 -0.34 1.70 -0.179
C -0.37743 -4.96766 2.16704 -0.37 -1.42 -1.68 -0.267
C -1.38237 -4.11745 2.84507 -1.38 0.39 2.48 -0.450
C -1.78867 -4.73043 4.25323 -0.28 -0.48 -0.83 -0.054
N -2.55587 -4.03588 1.97330 0.64 1.50 -1.09 0.045
H 1.94177 -5.78314 1.23411 0.12 -0.41 -0.18 0.084
H 1.33472 -7.16868 2.23190 -0.92 0.15 -0.17 0.087
H 2.55938 -6.18303 2.86941 -0.07 0.37 -0.29 0.091
H -0.15392 -4.61947 1.16192 -0.31 0.49 -0.52 0.113
H -0.92012 -5.91639 2.00668 0.34 -0.18 0.10 0.134
H -0.95849 -3.14431 3.12917 0.03 0.16 -0.40 0.114
H -0.84024 -4.66662 4.79432 -0.33 -0.48 0.41 0.062
H -2.13840 -5.81897 4.12141 0.60 1.56 0.30 0.100
H -2.58555 -4.16156 4.83708 1.00 -0.52 -1.03 0.085
H -2.41312 -3.21089 1.32723 -0.38 -1.21 0.81 0.075
H -3.38768 -3.84976 2.51679 0.01 0.08 0.05 0.063
C -5.91300 2.99730 5.06080 0.67 -1.51 -0.06 -0.110
O -5.26888 2.74497 3.83727 0.83 0.39 -0.84 -0.191
C -5.81233 3.46499 2.72471 -1.74 -0.47 2.40 -0.241
C -5.09449 3.25605 1.48440 -0.38 0.40 -0.73 -0.494
C -5.27102 1.87074 0.92251 -0.02 -0.74 -0.65 -0.057
N -3.72517 3.62900 1.67033 1.05 1.84 -1.08 0.062
H -5.83257 4.00877 5.44330 0.62 0.22 0.18 0.086
H -5.55146 2.17262 5.72443 -0.16 1.17 -0.08 0.109
H -6.94161 2.82487 4.91061 -1.67 -0.24 0.02 0.062
H -6.82112 3.09135 2.56840 -0.64 0.23 0.20 0.127
H -5.83485 4.52192 2.96559 -0.12 0.45 0.17 0.126
H -5.59745 3.98494 0.80994 0.52 -0.46 -0.08 0.157
H -4.89605 1.04473 1.57642 -0.09 0.77 -0.57 0.094
H -4.79097 1.90606 -0.05199 0.56 -0.55 0.01 0.069
H -6.30995 1.63718 0.64194 0.09 0.24 0.56 0.083
H -3.68888 4.63202 1.94281 -0.01 -0.81 -0.53 0.099
H -3.39516 3.18584 2.48718 0.55 -0.93 1.04 0.047
C -2.49050 2.88465 -4.98518 -0.64 -0.13 0.09 -0.100
O -2.72558 3.38994 -3.69581 -1.01 1.42 -2.08 -0.180
C -1.81459 3.06098 -2.75237 0.47 0.05 1.98 -0.258
C -0.86713 4.18271 -2.28425 1.36 -0.27 -3.00 -0.387
C 0.17066 4.49140 -3.47829 -2.05 0.17 0.84 -0.028
N -0.18635 3.76499 -1.11233 0.29 -1.37 2.27 0.022
H -2.58996 1.80350 -4.87097 -0.07 -0.25 -0.71 0.088
H -1.50133 3.11053 -5.37816 0.14 0.15 -0.03 0.072
H -3.26666 3.32319 -5.63790 0.42 -0.46 0.20 0.101
H -2.49894 2.87294 -1.90958 0.81 -0.76 0.47 0.128
H -1.16578 2.19563 -3.06247 -0.61 0.34 0.50 0.132
H -1.34490 5.15443 -2.08272 -0.37 -0.57 -0.08 0.145
H 0.88566 3.70065 -3.70291 0.00 -0.08 0.35 0.072
H 0.64536 5.41442 -3.18486 0.60 0.20 -0.25 0.062
H -0.44511 4.67227 -4.38387 0.48 0.08 0.45 0.064
H -0.85581 3.32177 -0.45208 0.17 1.10 -0.11 0.075
H 0.39352 2.91050 -1.16934 0.15 0.74 -0.97 0.095
C 2.53273 -4.87665 -3.59850 -0.65 1.35 -0.17 -0.068
O 1.92263 -3.63694 -3.16549 -0.85 -0.29 -0.38 -0.221
C 2.47516 -2.52358 -3.89689 2.05 -3.36 0.07 -0.222
C 1.65175 -1.36341 -4.11462 -2.29 1.87 -1.23 -0.426
C 1.20490 -0.47918 -2.96729 0.80 0.72 0.13 -0.039
N 0.38789 -1.68967 -4.86896 0.53 -1.88 -0.05 0.043
H 1.99602 -5.74358 -3.20929 -0.18 0.33 0.02 0.090
H 3.54521 -4.88573 -3.20851 0.41 -0.24 -0.30 0.085
H 2.47334 -4.82699 -4.70186 0.42 -0.69 0.42 0.088
H 3.39010 -2.32850 -3.35007 0.37 0.89 0.05 0.130
H 2.85137 -2.92658 -4.88334 -0.56 0.44 0.58 0.131
H 2.27067 -0.72867 -4.77505 0.06 -0.09 0.30 0.145
H 0.60324 0.28117 -3.52216 0.51 0.01 1.05 0.078
H 2.08694 -0.06280 -2.40952 -0.90 0.06 -0.70 0.077
H 0.57033 -0.95334 -2.22494 -0.23 -0.40 -0.16 0.063
H 0.53283 -2.49397 -5.50587 -0.04 0.64 0.53 0.095
H 0.04549 -0.94630 -5.45026 0.13 0.53 -0.02 0.069
C 2.45667 0.18396 4.65860 -0.27 0.51 0.17 -0.098
O 2.64493 0.13000 3.26157 0.54 0.06 -0.30 -0.218
C 2.63671 -1.19985 2.72785 -3.04 0.82 -0.59 -0.177
C 2.92865 -1.19630 1.23332 3.26 -1.12 0.95 -0.397
C 2.72467 -2.54637 0.56147 -0.07 -0.30 1.18 -0.032
N 4.36653 -0.82018 1.10547 0.10 0.55 -0.42 0.059
H 2.26541 1.21222 4.92511 0.09 0.55 -0.15 0.079
H 3.34265 -0.09874 5.23339 -0.06 -0.48 -0.15 0.095
H 1.54571 -0.32238 4.99883 0.25 -0.53 -0.18 0.094
H 3.24938 -1.84176 3.28557 1.42 -0.92 0.63 0.117
H 1.60010 -1.54623 2.92275 0.35 -0.32 -0.27 0.117
H 2.38916 -0.49429 0.68639 -1.56 1.44 -0.55 0.100
H 2.86989 -2.54961 -0.50157 0.09 0.39 -0.55 0.065
H 1.69853 -2.76716 0.76996 -0.92 -0.75 -0.18 0.052
H 3.34468 -3.36501 0.96632 -0.14 0.52 0.12 0.093
H 4.71006 -0.35001 1.94219 -0.21 -0.03 -0.23 0.068
H 4.44985 -0.14384 0.33812 0.09 -0.36 0.36 0.042
O 4.78111 4.22309 -1.50539 -0.71 -0.87 0.49 -0.068
C 5.37491 2.99255 -1.10207 -0.02 0.64 1.29 -0.251
C 4.71666 1.70182 -1.57555 2.00 -1.01 -0.36 -0.281
O 3.42030 1.35747 -1.20115 -0.76 1.06 1.63 -0.106
H 3.91075 4.25237 -1.05972 0.14 0.45 -0.27 0.051
H 6.37595 3.04385 -1.50684 0.31 -0.37 -0.28 0.109
H 5.54848 2.99317 0.02870 -0.50 -0.16 -1.09 0.125
H 5.47266 0.88043 -1.31659 -0.86 0.74 0.21 0.126
H 4.74447 1.65038 -2.65308 -0.08 0.41 -0.62 0.109
H 3.11842 1.90577 -0.41422 0.28 -0.78 -0.82 0.077
O 2.40613 2.38226 1.24755 0.05 -1.24 0.04 -0.088
C 2.89293 3.50896 1.89001 0.64 2.06 0.71 -0.244
C 2.14365 4.77587 1.34540 -0.46 -0.67 0.88 -0.231
O 2.18524 4.78747 -0.04619 1.36 0.44 -0.37 -0.096
H 2.62242 1.63352 1.83910 -0.32 0.02 -0.38 0.073
H 2.72907 3.44101 2.98728 -0.01 0.10 -0.43 0.119
H 4.01746 3.61789 1.76043 -1.10 0.03 -0.11 0.124
H 2.59911 5.69181 1.77232 -0.06 -0.41 -0.21 0.117
H 1.06224 4.77007 1.65377 0.91 -0.22 0.07 0.130
H 1.30526 4.66772 -0.42090 -0.77 -0.38 -0.19 0.029
O -2.17882 -3.31177 -4.01393 0.98 0.90 -0.75 -0.090
C -2.74105 -3.21597 -2.74358 1.47 0.94 1.95 -0.268
C -1.89940 -4.04390 -1.72783 -0.22 -0.26 -0.81 -0.198
O -0.61281 -3.40930 -1.47159 -1.35 -0.50 0.11 -0.098
H -1.40346 -2.68538 -4.05899 -0.80 -0.75 -0.09 0.062
H -2.66931 -2.18276 -2.32526 -0.10 -0.30 -0.46 0.122
H -3.79612 -3.43317 -2.75833 -0.32 -0.65 -0.11 0.108
H -1.78440 -5.07524 -2.16289 0.18 0.82 0.48 0.129
H -2.41103 -4.12852 -0.77331 0.03 0.02 0.12 0.087
H -0.05575 -3.58965 -2.22672 0.60 -0.01 -0.42 0.037
O -1.21548 -1.23041 0.54435 -1.12 0.87 0.93 -0.055
C -0.90484 -0.47635 1.73304 -1.00 -1.48 -0.27 -0.227
C -1.34047 0.91836 1.55612 1.39 0.42 -2.42 -0.174
O -0.64593 1.51399 0.40152 0.17 0.12 1.48 -0.102
H -0.45959 -1.68742 0.22261 0.99 -0.73 -0.52 0.036
H -1.44560 -0.93161 2.59416 0.38 0.23 -0.35 0.128
H 0.13511 -0.46429 1.91071 1.30 -0.25 0.28 0.083
H -0.95357 1.48497 2.39307 -0.81 0.45 0.28 0.131
H -2.36483 0.89886 1.26233 -1.12 0.60 0.72 0.099
H -0.87666 1.08776 -0.41936 -0.45 -0.73 -0.14 0.065